1 | Density functional theory data (ωB97M-V with the def2-TZVPD basis set) for an isolated molecule of C3H8O2.

CARTESIAN COORDINATES (ANGSTROEM)
C  -0.82418  -0.51155  -1.26047
C  0.50603  -0.37328  -0.43647
C  0.22899  -0.14479  1.12889
H  -1.33609  -1.40024  -0.81810
H  -1.38791  0.45447  -0.79034
H  -0.58857  -0.52586  -2.29298
H  1.11279  -1.20596  -0.63638
H  0.88413  1.44021  -0.43657
H  -0.59655  -0.76972  1.49538
H  1.24918  -0.20064  1.63458
H  -0.53611  1.33063  2.05899
O  1.33011  0.61456  -0.72692
O  -0.04181  1.29218  1.08040

Output
2S+1: 1
E_LUMO, eV: 0.7
Kohn-Sham gap, eV: 10.2


2 | Density functional theory data (ωB97M-V with the def2-TZVPD basis set) for a cluster of 2 separate species, C3H8O2 in total.

CARTESIAN COORDINATES (ANGSTROEM)
C  2.07224  -0.28555  0.09362
O  1.56577  0.93829  -0.46811
H  2.59086  -0.84497  -0.68825
H  2.77778  -0.06806  0.90400
H  1.24678  -0.86919  0.49327
H  2.32854  1.48564  -0.66484
C  -1.50378  -1.35782  -0.35942
C  -1.83494  -0.19606  0.20639
O  -1.06332  0.84155  0.57569
H  -2.33195  -2.00161  -0.62112
H  -0.48057  -1.69718  -0.33915
H  -2.86944  0.03259  0.43843
H  -0.14060  0.87158  0.26069

Output
2S+1: 1
E_LUMO, eV: 0.7
Kohn-Sham gap, eV: 9.3


3 | Density functional theory data (ωB97M-V with the def2-TZVPD basis set) for an isolated molecule of C3H8O2.

CARTESIAN COORDINATES (ANGSTROEM)
O  1.22741  0.44587  1.99121
O  -1.69562  -0.26427  -1.01100
C  0.48091  -0.38869  1.13385
C  -0.29368  -0.31119  -1.36946
C  0.52679  0.34610  -0.22842
H  1.39884  0.01064  2.85021
H  -1.93146  0.65669  -0.86086
H  -0.54518  -0.51340  1.51709
H  0.91682  -1.40567  1.12992
H  -0.10859  0.20484  -2.33198
H  0.01293  -1.35944  -1.42345
H  1.56484  0.43591  -0.56695
H  0.15148  1.35485  -0.08039

Output
2S+1: 1
E_LUMO, eV: 1.0
Kohn-Sham gap, eV: 11.1


Tell me which of them is the most stable. Sure, it is 3.